Record 1
12
Properties=species:S:1:pos:R:3:lowdin_charge:R:1 method="wB97M-V/def2-TZVPD" relative_energy_kcal_mol=14.48 homo_ev=-8.69 gap_ev=8.212 total_charge=0 energy_ev=-49370.3677
C 2.03 0.33 0.77 -0.073
C 0.85 -0.53 -0.97 -0.315
O 1.64 -0.82 0.02 -0.163
P -3.02 -0.08 0.96 -0.217
S -1.37 0.19 -0.58 0.146
Cl -4.08 -1.56 0.00 0.040
Cl -3.94 1.55 0.28 0.084
H 1.17 1.06 1.07 0.113
H 2.55 0.99 0.05 0.099
H 2.55 -0.05 1.61 0.084
H 0.68 -1.49 -1.58 0.112
H 0.94 0.39 -1.64 0.091



Record 2
11
Properties=species:S:1:pos:R:3:lowdin_charge:R:1 method="wB97M-V/def2-TZVPD" relative_energy_kcal_mol=1.91 homo_ev=-11.15 gap_ev=11.815 total_charge=0 smiles=ClCC(Cl)Cl.O energy_ev=-41769.7960
Cl 1.31 0.56 -0.36 0.629
C -0.15 -0.40 0.09 -0.626
C 0.17 -1.56 1.02 -1.187
Cl 0.96 -1.07 2.55 0.549
Cl -1.25 -2.54 1.38 0.586
H -0.78 0.26 0.71 0.084
H -0.76 -0.74 -0.77 0.095
H 0.83 -2.34 0.59 0.058
O -0.46 2.60 -1.53 -0.137
H 0.37 2.11 -1.34 -0.097
H -0.25 3.12 -2.35 0.047



Record 3
10
Properties=species:S:1:pos:R:3:lowdin_charge:R:1 method="wB97M-V/def2-TZVPD" relative_energy_kcal_mol=106.23 homo_ev=-9.52 gap_ev=9.408 total_charge=0 energy_ev=-18880.3668
C 0.32 0.51 -0.09 -0.389
C -1.09 0.21 0.32 -0.927
H 0.59 -1.44 0.30 0.051
H 2.29 -0.74 -1.04 0.225
H 0.48 1.56 0.04 0.097
H 0.49 0.46 -1.16 0.079
H -1.06 0.22 1.47 0.139
N 1.39 -0.49 0.29 -0.096
F -1.92 1.09 -0.08 0.054
Cl -1.47 -1.38 -0.05 0.767



Record 4
9
Properties=species:S:1:pos:R:3:lowdin_charge:R:1 method="wB97M-V/def2-TZVPD" relative_energy_kcal_mol=37.38 homo_ev="-5.06 / -10.84" gap_ev="5.915 / 6.966" total_charge=0 multiplicity=3 energy_ev=-16718.9173
C 0.40 -0.55 0.05 -0.101
C -0.80 0.47 -0.37 -0.756
O -0.74 1.72 0.08 -0.060
Cl -2.62 -0.32 0.01 0.502
H 0.32 -0.79 1.19 0.091
H 0.18 -1.49 -0.49 0.053
H 1.38 -0.14 -0.27 0.062
H -0.96 0.47 -1.41 0.070
H -0.25 1.72 0.96 0.139